[1]
The following is a DFT calculation (wB97M-V/def2-TZVPD) of 3 unconnected molecules or ions with the total composition C30H46B2ClF15N5O7S.

Positions of all 107 atoms, in Å:
C: -3.06715 1.26183 3.51518
C: -2.30059 1.65458 2.12529
C: -0.71574 1.39279 2.23959
Cl: 0.02569 3.09592 2.06055
N: -0.06806 0.21966 1.59062
O: -1.10603 -0.67700 1.33184
C: 0.38048 0.40781 0.13278
B: -0.42781 1.50189 -0.76053
N: 0.27839 2.71093 -1.33271
O: -1.83566 1.54539 -1.03296
C: 0.58740 -0.84579 -0.78678
C: -0.51321 -1.73375 -1.44283
C: -1.61513 -1.22147 -2.46496
C: -3.09274 -1.55367 -1.84744
C: -3.45828 -3.09403 -2.08561
C: -4.39314 -3.72478 -0.92682
O: -3.64046 -4.63297 -0.08069
C: -3.94702 -5.99209 -0.34045
C: -2.75092 -7.04382 -0.54192
O: -5.10984 -6.46625 -0.38678
B: 1.56781 -0.31943 -2.03503
N: 1.28127 -0.50288 -3.48775
O: 2.85610 0.31457 -1.75062
C: 1.55995 -1.85437 0.05673
F: 1.15247 -3.25189 -0.01365
C: 2.02249 -1.35710 1.49282
C: 2.76966 -2.61218 2.10893
C: 0.99749 -0.51188 2.43628
C: 0.45040 -1.39618 3.63131
F: -0.46907 -0.73425 4.53990
F: 1.48739 -1.66387 4.60195
C: -0.22993 -2.81217 3.44065
F: 0.57641 -3.84249 4.04541
F: -0.52612 -3.29061 2.16956
C: -1.62650 -3.05037 4.25764
F: -1.46460 -3.12983 5.63797
F: -2.69615 -2.27262 3.80226
F: -1.97834 -4.38746 3.87519
S: 2.23038 0.68077 3.27626
O: 3.58627 0.00507 3.53129
O: 2.75693 1.71148 2.26650
C: 1.93134 1.53074 4.84216
F: 0.78588 2.35807 5.02084
F: 2.96523 2.55258 4.84996
C: 2.17615 0.86953 6.27398
F: 3.18540 -0.10264 6.36722
F: 1.00460 0.26364 6.83670
C: 2.63576 1.92896 7.43162
F: 2.36850 1.23044 8.65082
F: 4.03705 2.12185 7.44740
F: 1.89074 3.09432 7.49610
H: -3.41215 0.17530 3.45475
H: -2.45664 1.51301 4.44184
H: -4.02562 1.90031 3.58587
H: -2.53556 2.77455 1.99188
H: -2.86602 1.11755 1.31470
H: -0.61312 1.28665 3.38691
H: -1.63445 -0.91486 2.11965
H: 1.41194 0.92794 0.24325
H: -0.29756 3.51885 -1.06052
H: 1.20428 2.77759 -0.86576
H: -2.30042 0.73575 -0.74166
H: -1.08325 -2.30369 -0.61290
H: 0.03378 -2.55260 -2.05399
H: -1.62083 -1.85704 -3.43293
H: -1.52597 -0.16070 -2.84952
H: -2.98661 -1.30460 -0.71923
H: -3.85916 -0.81062 -2.25612
H: -2.45358 -3.66327 -2.10029
H: -3.98689 -3.15500 -3.10282
H: -5.28555 -4.19708 -1.45598
H: -4.82602 -2.91696 -0.22515
H: -2.11451 -6.81734 -1.45822
H: -3.20879 -8.08090 -0.67503
H: -2.08020 -7.11135 0.39177
H: 0.49890 0.11335 -3.75731
H: 1.07030 -1.49014 -3.72676
H: 2.83768 1.15523 -2.26092
H: 2.54398 -1.94241 -0.55229
H: 2.86681 -0.61298 1.20869
H: 3.61757 -2.86632 1.36359
H: 3.29908 -2.46749 3.10448
H: 2.17521 -3.57671 2.20490
C: -0.85051 2.39631 -7.48388
C: -0.12210 1.07090 -7.29783
C: -1.06722 -0.10455 -7.03991
C: -1.78387 0.02607 -5.76740
N: -2.35065 0.13153 -4.77051
H: -1.38985 2.68737 -6.57891
H: -0.13518 3.18932 -7.71288
H: -1.56680 2.33797 -8.30780
H: 0.59552 1.16577 -6.47648
H: 0.45583 0.86095 -8.20311
H: -0.48395 -1.03052 -7.02367
H: -1.78328 -0.19659 -7.86166
C: 4.06731 7.10179 -1.73499
C: 3.54233 5.82717 -1.08618
C: 3.34387 4.68308 -2.08207
C: 2.29434 4.97470 -3.06492
N: 1.47650 5.20785 -3.83949
H: 3.35518 7.50483 -2.45927
H: 4.23693 7.86790 -0.97505
H: 5.01473 6.91886 -2.24886
H: 2.60198 6.04590 -0.56995
H: 4.25756 5.50479 -0.32269
H: 3.07040 3.77791 -1.53042
H: 4.28500 4.46741 -2.59639

Summary:
* molar mass: 962.84 Da
* frontier orbital gap: 7.54 eV
* E: -4376.680061 a.u.
* net charge: +1
* ΔE to the lowest compared entry with this formula, charge and spin: 201.0 kcal per mole
* spin multiplicity: 1
* highest occupied orbital energy: -12.2 eV


[2]
The following is a DFT calculation (wB97M-V/def2-TZVPD) of 5 unconnected molecules or ions with the total composition C21H44N3O14S6.

Positions of all 88 atoms, in Å:
N: -4.54925 0.78507 -5.73608
C: -5.85778 0.49757 -5.10704
C: -5.85299 0.99267 -3.65317
C: -5.31001 -0.04743 -2.66752
C: -3.99080 -0.68323 -3.10167
S: -2.56703 0.46494 -2.79011
C: -1.22514 -0.56876 -3.38373
S: -0.24149 -1.35674 -2.38033
N: -1.12396 -0.65397 -4.79163
C: -0.83255 0.32032 -5.72434
C: -0.90834 -0.30724 -6.91239
N: -1.23788 -1.65007 -6.77429
C: -1.35267 -1.79335 -5.50016
C: -6.24893 -0.99323 -5.25486
O: -7.43887 -1.28827 -4.96806
O: -5.41192 -1.81387 -5.66772
H: -4.34286 1.77423 -5.62963
H: -4.62398 0.57835 -6.72563
H: -6.62609 1.07023 -5.65611
H: -6.87133 1.27138 -3.36695
H: -5.20267 1.88109 -3.59497
H: -5.17502 0.35916 -1.65202
H: -6.03410 -0.86630 -2.55941
H: -3.74838 -1.59462 -2.54326
H: -3.98063 -0.92043 -4.17266
H: -0.60188 1.34950 -5.50036
H: -0.75984 0.16010 -7.87665
H: -1.61759 -2.70463 -4.97800
O: 2.23247 3.19670 -1.91876
S: 2.37488 2.10022 -1.01009
O: 1.33991 1.77293 -0.07995
O: 3.74906 2.27293 -0.21180
C: 3.98015 3.51735 0.47191
C: 3.20388 3.60830 1.77061
C: 2.81979 0.65114 -1.90291
H: 3.75085 4.35812 -0.18531
H: 5.04793 3.55513 0.68250
H: 2.13114 3.66214 1.58509
H: 3.49781 4.50013 2.32555
H: 3.38173 2.72766 2.38913
H: 3.63767 0.88867 -2.57813
H: 1.94654 0.32837 -2.46757
H: 3.11089 -0.12120 -1.19489
O: 3.38695 -4.97499 1.30444
S: 1.98478 -5.26896 1.26237
O: 1.29688 -5.40120 0.01631
O: 1.21149 -4.21658 2.17467
C: 1.41884 -2.81347 1.92481
C: 0.64435 -2.32901 0.71505
C: 1.64780 -6.68579 2.24850
H: 2.48558 -2.60126 1.82668
H: 1.06666 -2.29149 2.81337
H: 1.03137 -2.76998 -0.20331
H: 0.71237 -1.24375 0.62494
H: -0.40517 -2.61297 0.79279
H: 2.13293 -6.56926 3.21396
H: 2.04793 -7.55430 1.72876
H: 0.57114 -6.78056 2.36284
O: 6.09024 8.09138 0.31197
S: 5.87684 7.90319 1.71304
O: 5.18863 6.75241 2.20866
O: 5.19359 9.21220 2.31223
C: 3.98258 9.68588 1.69202
C: 2.77497 8.86086 2.09260
C: 7.41418 8.05252 2.56042
H: 4.10051 9.71408 0.60732
H: 3.85180 10.71278 2.02985
H: 2.83760 7.84951 1.69189
H: 1.86047 9.31853 1.71451
H: 2.70950 8.77676 3.17774
H: 7.92037 8.95015 2.21567
H: 8.00470 7.17020 2.32296
H: 7.22277 8.09802 3.62951
O: -1.26512 -6.84661 3.62822
S: -2.29143 -5.99267 4.14925
O: -1.97652 -4.71341 4.70050
O: -3.15570 -6.81825 5.20755
C: -2.46223 -7.46797 6.28607
C: -2.05132 -6.49119 7.37121
C: -3.55291 -5.79535 2.93777
H: -1.60139 -8.01983 5.90342
H: -3.15775 -8.19839 6.69684
H: -1.28850 -5.80102 7.01181
H: -1.64629 -7.02694 8.23068
H: -2.90426 -5.89329 7.69307
H: -3.82220 -6.77265 2.54625
H: -3.14889 -5.16857 2.14500
H: -4.40887 -5.30974 3.39914

Summary:
* molar mass: 754.99 Da
* frontier orbital gap: 5.74 eV
* E: -4433.318582 a.u.
* net charge: -1
* ΔE to the lowest compared entry with this formula, charge and spin: 0.0 kcal per mole
* spin multiplicity: 1
* highest occupied orbital energy: -4.3 eV


[3]
The following is a DFT calculation (wB97M-V/def2-TZVPD) of a molecular structure, C16H36AlO2S4.

Positions of all 59 atoms, in Å:
Al: -0.07334 0.88927 0.29228
C: -0.53677 2.79230 2.77470
C: -0.08468 3.83475 1.76066
S: -0.25510 3.30050 0.01956
C: 1.34751 3.75441 -0.70080
C: 2.55412 3.06863 -0.07281
S: 2.34463 1.26284 -0.01577
C: 2.84524 0.82576 1.67653
C: 2.01717 1.45668 2.78803
S: 0.22380 1.14125 2.62458
H: -1.61030 2.60668 2.71794
H: -0.32940 3.14149 3.78807
H: 0.94764 4.13944 1.92070
H: -0.70481 4.72541 1.87427
H: 1.44395 4.83922 -0.63157
H: 1.25100 3.51409 -1.76128
H: 2.76421 3.43484 0.93006
H: 3.43601 3.27206 -0.68190
H: 3.89493 1.10026 1.79652
H: 2.79629 -0.26462 1.70769
H: 2.15952 2.53355 2.85145
H: 2.31428 1.03117 3.74770
C: -1.81956 1.33498 -2.14316
C: -2.64225 0.70428 -1.04805
O: -1.96564 0.80290 0.26925
C: -2.77085 0.12826 1.32262
C: -4.01593 0.90744 1.66849
H: -2.24009 1.02560 -3.10173
H: -0.77598 0.98232 -2.16027
H: -1.84253 2.42137 -2.11348
H: -2.80744 -0.36071 -1.22292
H: -3.60233 1.20422 -0.94094
H: -2.10239 0.02583 2.17802
H: -2.99236 -0.86991 0.94109
H: -3.80031 1.96731 1.80719
H: -4.41350 0.52143 2.60736
H: -4.80031 0.80427 0.92245
C: -2.58514 -4.07034 -1.44987
C: -1.13733 -4.39740 -1.11613
C: -0.45110 -3.30316 -0.29301
S: -0.10863 -1.89865 -1.36272
O: 0.19668 -0.70877 -0.35970
C: 1.49519 -2.28952 -2.06531
C: 2.61661 -2.63261 -1.09339
C: 3.96562 -2.55122 -1.80392
H: -3.02063 -4.85155 -2.06924
H: -2.67795 -3.13530 -2.00844
H: -3.18625 -3.99665 -0.54312
H: -0.56157 -4.60792 -2.02151
H: -1.07948 -5.30930 -0.51904
H: 0.48528 -3.62476 0.16092
H: -1.11007 -2.91160 0.48438
H: 1.72772 -1.41592 -2.68088
H: 1.27378 -3.10651 -2.75976
H: 2.47512 -3.63831 -0.69714
H: 2.59442 -1.94447 -0.24300
H: 3.99710 -3.22059 -2.66261
H: 4.76815 -2.84494 -1.13088
H: 4.16807 -1.54002 -2.15818

Summary:
* molar mass: 415.71 Da
* frontier orbital gap: 10.67 eV
* E: -2616.046253 a.u.
* net charge: +3
* spin multiplicity: 1
* highest occupied orbital energy: -19.3 eV


[4]
The following is a DFT calculation (wB97M-V/def2-TZVPD) of C9H14ClNOS in the gas phase.

Positions of all 27 atoms, in Å:
C: 3.20624 1.06143 -0.61836
C: 3.91437 -0.24519 -0.60780
C: -2.82827 -0.93310 0.66428
C: -2.70941 -0.70913 -0.81129
C: -2.27191 0.33870 1.43692
C: -1.28690 -0.31650 -1.26003
C: -0.75994 0.39160 1.09609
C: 1.88204 0.84997 -0.00773
C: -0.53650 0.75988 -0.34500
N: 0.84333 0.90203 -0.72226
O: 4.29482 -2.61372 0.24821
S: 4.11860 -1.21169 0.71685
Cl: 4.15400 2.18810 0.41799
H: 3.36161 1.47063 -1.67500
H: 4.08314 -0.88656 -1.54921
H: -3.89428 -0.99591 0.95305
H: -2.25685 -1.87543 0.95130
H: -2.80283 -1.80127 -1.34815
H: -3.36208 0.10477 -1.23176
H: -2.75406 1.19727 0.93799
H: -2.46157 0.24316 2.49732
H: -0.68976 -1.20114 -1.19524
H: -1.51059 0.11498 -2.26445
H: -0.42337 1.35265 1.69654
H: -0.40737 -0.52943 1.43222
H: 1.95014 0.58184 1.00714
H: -0.85258 1.76203 -0.41962

Summary:
* molar mass: 219.74 Da
* frontier orbital gap (alpha / beta): 8.62 / 8.62 eV
* E: -1339.586297 a.u.
* net charge: 0
* ΔE to the lowest compared entry with this formula, charge and spin: 6.9 kcal per mole
* spin multiplicity: 1
* highest occupied orbital energy (alpha / beta): -9.4 / -9.4 eV


[5]
The following is a DFT calculation (wB97M-V/def2-TZVPD) of C5H10 in the gas phase.

Positions of all 15 atoms, in Å:
C: -2.35607 0.34952 0.21667
C: -1.31565 -0.52505 -0.22729
C: 0.09102 0.13394 -0.40038
C: 1.16249 -0.41106 0.17290
C: 2.52278 0.23204 0.08798
H: -3.14258 -0.19557 0.28620
H: -2.22828 0.73464 1.44247
H: -2.40236 1.51760 -0.11239
H: -1.57178 -0.84455 -1.14803
H: -1.28346 -1.26702 0.34414
H: 0.01737 1.22100 -0.77656
H: 1.24518 -1.21036 0.71185
H: 2.92688 0.44074 1.00449
H: 3.37085 -0.29528 -0.32713
H: 2.44072 1.22251 -0.52428

Summary:
* molar mass: 70.13 Da
* frontier orbital gap: 10.51 eV
* E: -196.369553 a.u.
* net charge: 0
* ΔE to the lowest compared entry with this formula, charge and spin: 87.1 kcal per mole
* spin multiplicity: 1
* highest occupied orbital energy: -9.3 eV
* SMILES: C/C=C/CC


[6]
The following is a DFT calculation (wB97M-V/def2-TZVPD) of C6H6O2 in the gas phase.

Positions of all 14 atoms, in Å:
C: -0.74618 1.16235 -0.15020
C: -0.06645 0.48982 -1.36044
C: 1.67629 -0.20542 0.34333
C: -1.84997 -0.61962 0.80638
C: 0.24452 -0.21358 -0.12295
C: -0.67763 -1.17867 0.49874
O: -1.43003 0.73092 -1.34913
O: -2.94361 -0.50483 1.20232
H: -0.51689 2.21246 -0.02060
H: 0.59052 0.96440 -2.06933
H: -0.38763 -2.16255 0.81362
H: 2.26566 0.58110 -0.13040
H: 1.72028 -0.07879 1.42704
H: 2.12111 -1.17757 0.11162

Summary:
* molar mass: 110.11 Da
* frontier orbital gap: 9.17 eV
* E: -382.522762 a.u.
* net charge: 0
* ΔE to the lowest compared entry with this formula, charge and spin: 102.3 kcal per mole
* spin multiplicity: 1
* highest occupied orbital energy: -8.3 eV
* SMILES: C[C@@]1(C=C=O)[C@@H]2O[C@@H]21